Record 1
# C11H14N2O

A cluster of 2 separate species, C11H14N2O in total in a non-equilibrium geometry (ωB97M-V/def2-TZVPD, the Open Molecules 2025 dataset).

Computed properties:
Orbital gap (spin up / spin down)   7.5 / 3.1 eV
Relative energy (zero: lowest compared OMol25 entry of this formula, charge and spin)   59.1 kcal/mol
Total energy   -16652.53000 eV
Strongest force on any atom   3.9 eV Å⁻¹
LUMO level (spin up / spin down)   -3.59 / -7.89 eV
Highest occupied orbital energy (spin up / spin down)   -11.14 / -11.03 eV
2S+1   2
Charge   +1

CARTESIAN COORDINATES (ANGSTROEM)
1 C -2.492 2.416 1.352
2 C -2.093 3.035 -2.094
3 C -1.897 2.759 0.060
4 C -0.592 2.987 -0.413
5 N -2.815 2.816 -1.012
6 N -0.755 3.101 -1.761
7 H -2.429 2.936 -3.127
8 H 0.032 3.143 -2.386
9 H 0.454 3.215 -0.110
10 H -2.239 3.292 2.038
11 H -1.921 1.590 1.744
12 H -3.504 2.033 1.266
13 C 2.747 -4.443 -0.599
14 C 2.594 -2.278 0.670
15 C 1.995 -3.193 -0.187
16 C 1.990 -1.263 1.400
17 C 0.692 -1.004 1.062
18 C 0.607 -3.031 -0.395
19 C 0.046 -1.915 0.231
20 O 0.034 0.136 1.492
21 H 3.648 -2.392 0.964
22 H 2.447 -0.801 2.255
23 H 2.961 -5.074 0.278
24 H 3.679 -4.157 -1.145
25 H 0.013 -3.725 -1.015
26 H -0.932 -0.103 1.486
27 H -0.979 -1.746 -0.046
28 H 2.073 -5.028 -1.174

The molecule's Mulliken atomic charges, reported in e, are given here: atom 1 (C): -0.6662, atom 2 (C): -0.0554, atom 3 (C): 0.5788, atom 4 (C): -0.2058, atom 5 (N): -0.4397, atom 6 (N): 0.0012, atom 7 (H): 0.3882, atom 8 (H): 0.2437, atom 9 (H): 0.3881, atom 10 (H): 0.2912, atom 11 (H): 0.1398, atom 12 (H): 0.3239, atom 13 (C): -1.2855, atom 14 (C): -0.3146, atom 15 (C): 0.5842, atom 16 (C): -0.5479, atom 17 (C): 0.6104, atom 18 (C): -0.8389, atom 19 (C): -0.2665, atom 20 (O): -0.4809, atom 21 (H): 0.2983, atom 22 (H): 0.4191, atom 23 (H): 0.2996, atom 24 (H): 0.3236, atom 25 (H): 0.3016, atom 26 (H): 0.2622, atom 27 (H): 0.2709, atom 28 (H): 0.3767

---

Record 2
# C6H20MnN8O6

A structure of composition C6H20MnN8O6 in a non-equilibrium geometry (ωB97M-V/def2-TZVPD, the Open Molecules 2025 dataset).

Computed properties:
Orbital gap (spin up / spin down)   4.9 / 4.9 eV
Relative energy (zero: lowest compared OMol25 entry of this formula, charge and spin)   111.8 kcal/mol
Total energy   -62072.84299 eV
Strongest force on any atom   8.0 eV Å⁻¹
LUMO level (spin up / spin down)   -0.08 / -0.08 eV
Highest occupied orbital energy (spin up / spin down)   -4.94 / -4.98 eV
2S+1   6

CARTESIAN COORDINATES (ANGSTROEM)
1 Mn 0.476 0.317 -0.330
2 O 2.609 0.441 -1.075
3 C 2.474 1.051 -2.330
4 C 1.096 2.019 -2.422
5 O -0.093 1.518 -1.914
6 H 2.506 0.196 -3.006
7 H 3.381 1.547 -2.676
8 H 0.977 2.154 -3.497
9 H 1.327 2.999 -2.003
10 C 0.569 -1.464 2.265
11 O 0.813 -0.966 1.215
12 N 0.075 -2.662 2.386
13 N 0.921 -0.970 3.362
14 H -0.233 -3.257 1.631
15 H -0.039 -2.999 3.331
16 H 0.361 -1.196 4.172
17 H 1.613 -0.237 3.287
18 C -2.327 -0.204 1.016
19 O -1.472 0.232 0.241
20 N -2.985 0.471 1.957
21 N -2.756 -1.432 1.117
22 H -3.857 0.014 2.181
23 H -2.814 1.435 2.208
24 H -3.423 -1.676 1.835
25 H -2.308 -2.140 0.554
26 C 0.236 3.007 1.112
27 O 0.693 1.859 1.111
28 N 0.689 4.060 1.747
29 N -0.896 3.302 0.503
30 H 0.206 4.923 1.539
31 H 1.409 3.984 2.451
32 H -1.104 4.273 0.319
33 H -1.174 2.629 -0.196
34 C 0.346 -2.442 -2.517
35 O 0.403 -1.633 -1.608
36 N -0.310 -3.514 -2.293
37 N 1.009 -2.463 -3.569
38 H -0.268 -4.377 -2.815
39 H -0.886 -3.537 -1.463
40 H 1.833 -1.915 -3.772
41 H 0.925 -3.345 -4.054

The molecule's Mulliken atomic charges, reported in e, are given here: atom 1 (Mn): 1.5080, atom 2 (O): -0.8271, atom 3 (C): -0.1773, atom 4 (C): -0.3781, atom 5 (O): -0.8013, atom 6 (H): -0.2375, atom 7 (H): 0.4338, atom 8 (H): 0.3918, atom 9 (H): 0.1535, atom 10 (C): 0.6237, atom 11 (O): -0.5531, atom 12 (N): -0.3493, atom 13 (N): -0.4541, atom 14 (H): 0.2360, atom 15 (H): 0.1082, atom 16 (H): 0.1728, atom 17 (H): 0.2719, atom 18 (C): 0.6119, atom 19 (O): -0.5125, atom 20 (N): -0.4198, atom 21 (N): -0.4279, atom 22 (H): 0.1321, atom 23 (H): 0.2206, atom 24 (H): 0.1283, atom 25 (H): 0.1833, atom 26 (C): 0.4976, atom 27 (O): -0.5092, atom 28 (N): -0.4067, atom 29 (N): -0.3394, atom 30 (H): 0.1116, atom 31 (H): 0.2482, atom 32 (H): 0.2023, atom 33 (H): 0.2714, atom 34 (C): 0.4379, atom 35 (O): -0.5121, atom 36 (N): -0.4246, atom 37 (N): -0.3065, atom 38 (H): 0.1539, atom 39 (H): 0.1515, atom 40 (H): 0.2430, atom 41 (H): 0.1431

---

Record 3
# C24H23N2O

The ion C24H23N2O with charge +1 in a non-equilibrium geometry (ωB97M-V/def2-TZVPD, the Open Molecules 2025 dataset).

Computed properties:
Orbital gap   8.0 eV
Relative energy (zero: lowest compared OMol25 entry of this formula, charge and spin)   32.5 kcal/mol
Total energy   -30281.66972 eV
SMILES   COc1ccc([C@@H](c2ccc(C)cc2)[n+]2ccn(-c3ccccc3)c2)cc1
Strongest force on any atom   2.9 eV Å⁻¹
LUMO level   -3.03 eV
Highest occupied orbital energy   -11.03 eV
2S+1   1
Charge   +1

CARTESIAN COORDINATES (ANGSTROEM)
1 C -5.357 -3.728 -0.275
2 O -4.111 -4.443 -0.277
3 C -3.007 -3.693 -0.549
4 C -1.801 -4.411 -0.666
5 C -0.622 -3.750 -0.944
6 C -0.583 -2.319 -0.970
7 C 0.662 -1.384 -0.839
8 C 0.858 -0.467 -2.068
9 C 2.192 -0.114 -2.330
10 C 2.495 1.041 -3.031
11 C 1.469 1.828 -3.560
12 C 1.772 3.161 -4.176
13 C 0.158 1.354 -3.502
14 C -0.142 0.140 -2.874
15 N 0.836 -0.644 0.473
16 C 1.057 -1.422 1.628
17 C 1.223 -0.625 2.683
18 N 0.991 0.691 2.240
19 C 1.161 1.856 3.082
20 C 0.634 3.109 2.698
21 C 0.829 4.280 3.466
22 C 1.588 4.266 4.635
23 C 2.142 3.047 5.049
24 C 1.925 1.858 4.297
25 C 0.681 0.617 0.927
26 C -1.798 -1.637 -0.928
27 C -3.007 -2.284 -0.705
28 H -6.103 -4.480 -0.024
29 H -5.335 -2.930 0.480
30 H -5.555 -3.301 -1.268
31 H -1.857 -5.493 -0.508
32 H 0.283 -4.337 -1.121
33 H 1.556 -2.047 -0.751
34 H 2.989 -0.759 -1.963
35 H 3.528 1.373 -3.118
36 H 0.857 3.758 -4.253
37 H 2.502 3.721 -3.577
38 H 2.188 3.061 -5.188
39 H -0.636 1.980 -3.920
40 H -1.135 -0.292 -3.031
41 H 1.024 -2.483 1.583
42 H 1.493 -0.827 3.687
43 H 0.055 3.162 1.777
44 H 0.394 5.224 3.138
45 H 1.764 5.171 5.215
46 H 2.756 3.022 5.958
47 H 2.397 0.931 4.662
48 H 0.310 1.457 0.377
49 H -1.790 -0.544 -1.024
50 H -3.929 -1.695 -0.616

The molecule's Mulliken atomic charges, reported in e, are given here: atom 1 (C): -0.7916, atom 2 (O): -0.4427, atom 3 (C): 0.9270, atom 4 (C): -0.6307, atom 5 (C): -0.3662, atom 6 (C): 0.1466, atom 7 (C): -0.6148, atom 8 (C): -0.2962, atom 9 (C): -0.6486, atom 10 (C): -0.6733, atom 11 (C): 1.0388, atom 12 (C): -1.3989, atom 13 (C): -0.8586, atom 14 (C): -0.0753, atom 15 (N): 0.2969, atom 16 (C): -0.6925, atom 17 (C): -0.5057, atom 18 (N): 0.3169, atom 19 (C): 1.2245, atom 20 (C): -0.3431, atom 21 (C): -0.7510, atom 22 (C): -0.4236, atom 23 (C): -0.6695, atom 24 (C): -0.3790, atom 25 (C): 0.1363, atom 26 (C): -0.9154, atom 27 (C): -0.6211, atom 28 (H): 0.2426, atom 29 (H): 0.3159, atom 30 (H): 0.3459, atom 31 (H): 0.4273, atom 32 (H): 0.4271, atom 33 (H): 0.7319, atom 34 (H): 0.3797, atom 35 (H): 0.4089, atom 36 (H): 0.3650, atom 37 (H): 0.3640, atom 38 (H): 0.2952, atom 39 (H): 0.3595, atom 40 (H): 0.6310, atom 41 (H): 0.5226, atom 42 (H): 0.4157, atom 43 (H): 0.2512, atom 44 (H): 0.3632, atom 45 (H): 0.3954, atom 46 (H): 0.3603, atom 47 (H): 0.1898, atom 48 (H): 0.4489, atom 49 (H): 0.4313, atom 50 (H): 0.3386

---

Record 4
# C3H10NS

The ion C3H10NS with charge +1 (ωB97M-V/def2-TZVPD, the Open Molecules 2025 dataset).

Computed properties:
Orbital gap   8.6 eV
Relative energy (zero: lowest compared OMol25 entry of this formula, charge and spin)   12.7 kcal/mol
Total energy   -15591.55119 eV
SMILES   [NH3+]CCCS
Strongest force on any atom   1.0 eV Å⁻¹
LUMO level   -3.95 eV
Highest occupied orbital energy   -12.52 eV
2S+1   1
Charge   +1

CARTESIAN COORDINATES (ANGSTROEM)
1 N 1.138 -1.648 0.524
2 C 0.460 -0.612 -0.396
3 C -0.695 0.061 0.324
4 C -1.189 1.256 -0.534
5 S -0.479 2.866 -0.122
6 H 2.141 -1.715 0.346
7 H 0.748 -2.574 0.380
8 H 0.970 -1.350 1.487
9 H 1.175 0.138 -0.715
10 H 0.133 -1.189 -1.246
11 H -1.537 -0.599 0.508
12 H -0.316 0.474 1.257
13 H -1.063 1.061 -1.592
14 H -2.253 1.351 -0.348
15 H 0.768 2.479 0.127

The molecule's Mulliken atomic charges, reported in e, are given here: atom 1 (N): -0.2688, atom 2 (C): -0.5172, atom 3 (C): -0.7187, atom 4 (C): -0.7125, atom 5 (S): -0.1539, atom 6 (H): 0.3465, atom 7 (H): 0.3696, atom 8 (H): 0.3573, atom 9 (H): 0.3408, atom 10 (H): 0.3085, atom 11 (H): 0.3591, atom 12 (H): 0.4735, atom 13 (H): 0.3785, atom 14 (H): 0.3516, atom 15 (H): 0.0857